This record from the OMol25 dataset describes a structure of composition C40H53Cl2CsGe2N4O3Si at a distorted geometry. The level of theory is ωB97M-V/def2-TZVPD.

Properties
Gap between HOMO and LUMO = 0.17435 Eh
Total energy = -200946.41641 eV
Net charge = -2
HOMO = -1.1 eV
2S+1 = 1

Each line ends with the Löwdin charge.
Cartesian coordinates (Å):
Cs  0.34254  -0.72432  1.90859  1.221
Cl  2.01727  0.17063  9.12156  0.588
C  2.11142  -0.35765  7.45840  -0.697
C  1.10514  0.00179  6.58100  -0.058
C  1.10310  -0.38998  5.24189  -0.232
N  -0.04750  -0.10360  4.48256  -0.085
C  -0.31540  1.13970  4.14848  -0.685
O  0.42271  2.14708  4.11997  -0.029
C  -1.77207  1.37763  3.75725  -0.226
C  -2.43418  2.40636  4.43328  -0.020
C  -3.76445  2.64477  4.16198  -0.085
C  -4.39925  1.86957  3.19832  -0.080
C  -3.65860  0.89797  2.55111  -0.145
N  -2.37283  0.64745  2.81693  0.072
C  2.19053  -1.17197  4.77113  -0.230
C  3.18934  -1.53391  5.67965  -0.052
C  3.15934  -1.13992  7.00361  -0.692
Cl  4.44588  -1.64700  8.07229  0.591
N  2.19928  -1.69153  3.47734  -0.112
C  3.29066  -1.61850  2.73975  -0.591
O  4.35633  -1.00128  2.94418  -0.037
C  3.21323  -2.41526  1.42926  -0.245
C  4.40315  -2.63504  0.73798  -0.024
C  4.37858  -3.40260  -0.41312  -0.085
C  3.16791  -3.92398  -0.84264  -0.077
C  2.02538  -3.63779  -0.10792  -0.144
N  2.04237  -2.89345  0.99921  0.007
H  0.27703  0.59786  6.94104  0.111
H  -1.87797  2.99315  5.15133  0.115
H  -4.30257  3.42674  4.68562  0.096
H  -5.43954  2.02023  2.94110  0.092
H  -4.10918  0.30326  1.76334  0.089
H  4.01937  -2.12594  5.32066  0.110
H  5.30712  -2.19497  1.13488  0.108
H  5.29118  -3.59209  -0.96770  0.097
H  3.09303  -4.53015  -1.73669  0.094
H  1.04764  -3.98646  -0.43111  0.063
C  4.44544  2.14511  0.20579  -0.173
C  3.20674  1.31298  0.54312  -0.359
Ge  1.96497  1.23863  -0.98150  0.830
C  2.40936  -0.37353  -2.03408  -0.349
C  3.76247  -0.28220  -2.73906  -0.176
C  2.06662  2.84669  -2.13192  -0.223
C  0.80458  3.27417  -2.32883  -0.353
Ge  -0.34298  1.95379  -1.36658  0.882
C  -1.30485  0.81844  -2.65676  -0.345
C  -2.16204  1.62531  -3.63289  -0.174
C  -1.64175  2.62184  -0.05852  -0.363
C  -1.07089  3.56701  0.99564  -0.160
C  0.40665  4.44918  -3.13277  -0.238
C  -0.83034  5.05547  -2.91101  -0.046
C  -1.22690  6.16911  -3.63638  -0.092
C  -0.39471  6.69686  -4.61284  -0.114
C  0.83575  6.09811  -4.85540  -0.101
C  1.22964  4.98878  -4.12548  -0.044
H  5.15751  2.11505  1.03325  0.070
H  4.18475  3.18925  0.01925  0.059
H  4.95614  1.77169  -0.68557  0.053
H  2.73055  1.71792  1.43877  0.062
H  3.50639  0.29223  0.78782  0.037
H  1.60893  -0.55158  -2.75475  0.049
H  2.40667  -1.22791  -1.35179  0.035
H  3.82387  0.60241  -3.37896  0.055
H  3.94459  -1.15910  -3.36699  0.061
H  4.58035  -0.22673  -2.01672  0.055
H  2.93220  3.36010  -2.55439  0.051
H  -1.93221  0.12758  -2.09054  0.040
H  -0.57873  0.21069  -3.19992  0.050
H  -2.93934  2.18644  -3.10724  0.061
H  -2.66616  0.97050  -4.34875  0.062
H  -1.56565  2.34348  -4.20157  0.054
H  -2.07342  1.73636  0.41248  0.028
H  -2.45730  3.08871  -0.62040  0.055
H  -0.34611  3.06506  1.64092  0.057
H  -1.85646  3.95667  1.64808  0.065
H  -0.56349  4.42014  0.53524  0.060
H  -1.48455  4.64444  -2.15073  0.096
H  -2.19091  6.62252  -3.44039  0.097
H  -0.70374  7.56214  -5.18636  0.090
H  1.48870  6.49510  -5.62376  0.093
H  2.18310  4.51963  -4.33377  0.102
C  -3.29869  -5.37063  -1.66651  -0.209
Si  -1.62595  -4.51062  -1.99252  0.306
C  -1.69481  -3.86336  -3.77887  -0.209
C  -0.44468  -6.02180  -2.10907  -0.226
C  -1.27585  -3.19974  -0.84758  -0.290
H  -3.49165  -6.19427  -2.36254  0.008
H  -4.12133  -4.65485  -1.74153  -0.007
H  -3.31358  -5.78049  -0.65117  0.018
H  -1.99074  -4.64607  -4.48481  0.009
H  -0.71460  -3.48718  -4.08733  0.012
H  -2.40668  -3.03758  -3.86095  0.007
H  -0.79410  -6.78544  -2.81422  0.003
H  -0.34520  -6.49197  -1.12526  0.012
H  0.55768  -5.70749  -2.41860  -0.002
H  -1.21036  -3.41279  0.22277  -0.064
H  -0.59561  -2.40311  -1.15790  -0.071
C  -5.08431  -2.39555  0.07526  -0.098
C  -4.48519  -1.62267  -1.08276  -0.329
O  -3.89218  -0.39696  -0.65206  -0.122
H  -5.53808  -3.32318  -0.28190  0.060
H  -5.84280  -1.80840  0.59950  0.064
H  -4.29628  -2.66789  0.78114  0.075
H  -5.25694  -1.33180  -1.80051  0.107
H  -3.72689  -2.23959  -1.57375  0.064
H  -3.12056  -0.61196  -0.10710  0.059



This record from the OMol25 dataset describes a structure of composition C22H34AuBN6O4PSe at a distorted geometry. The level of theory is ωB97M-V/def2-TZVPD.

Properties
Gap between HOMO and LUMO (alpha / beta) = 0.24207 / 0.24190 Eh
Total energy = -119498.37498 eV
Net charge = +1
HOMO (alpha / beta) = -11.7 / -11.7 eV
2S+1 = 1

Each line ends with the Löwdin charge.
Cartesian coordinates (Å):
Au  0.69641  0.66599  0.44162  1.156
B  2.41593  -0.81720  3.18255  -0.365
N  2.53101  -1.31363  1.67757  -0.041
C  3.39917  -2.25195  1.31267  -0.054
C  3.21071  -2.57016  -0.02804  -0.022
C  2.17025  -1.75792  -0.42991  -0.155
N  1.75764  -1.02344  0.61856  -0.146
N  1.19112  0.12991  3.39065  -0.068
C  0.60346  0.34314  4.57131  -0.078
C  -0.34062  1.35182  4.43980  -0.029
C  -0.27512  1.72242  3.10495  -0.122
N  0.66202  0.98256  2.50182  -0.092
H  2.22556  -1.78800  3.86832  0.076
H  3.43728  -0.24187  3.44805  0.075
H  4.09270  -2.64854  2.03527  0.140
H  3.75607  -3.28404  -0.61831  0.110
H  1.68644  -1.65007  -1.38540  0.086
H  0.91588  -0.22141  5.43352  0.135
H  -0.96446  1.77448  5.20668  0.107
H  -0.82184  2.46184  2.54302  0.111
C  -0.47234  -4.02205  -0.55322  -0.002
N  -0.76126  -3.24004  0.63767  -0.047
C  -1.09439  -1.94631  0.68864  -0.661
Se  -1.20782  -0.70332  -0.72412  0.839
N  -1.28852  -1.61740  1.97782  0.139
C  -1.04790  -2.71366  2.79418  -0.165
C  -1.09231  -2.88378  4.17171  0.004
C  -0.78138  -4.14329  4.64385  -0.053
C  -0.44154  -5.19462  3.77726  -0.053
C  -0.40579  -5.02293  2.40751  0.012
C  -0.71585  -3.75307  1.93642  -0.145
H  -0.58927  -3.38735  -1.42629  0.063
H  -1.17086  -4.85521  -0.61446  0.109
H  0.54783  -4.39819  -0.50058  0.099
H  -1.53901  -0.68604  2.27271  0.145
H  -1.35967  -2.07470  4.83734  0.118
H  -0.80167  -4.32657  5.70904  0.115
H  -0.20478  -6.16370  4.19337  0.115
H  -0.14742  -5.83390  1.74150  0.120
C  -3.64020  2.12175  -2.71965  -0.024
C  -2.62603  3.15413  -2.26721  -0.599
C  -2.36853  4.19777  -3.33819  -0.023
C  -3.02751  3.78247  -0.94394  -0.029
O  -1.38763  2.36513  -2.07737  -0.206
P  -0.11684  2.87137  -1.29618  0.280
O  0.25184  4.27189  -1.45930  -0.202
O  -0.25903  2.37899  0.20660  -0.424
O  0.96625  1.76622  -1.76469  -0.282
C  1.52457  1.57095  -3.12453  -0.590
C  2.97787  1.21076  -2.88592  -0.015
C  0.74585  0.43877  -3.76748  -0.026
C  1.40450  2.85152  -3.93399  -0.022
H  -4.60157  2.60306  -2.89953  0.098
H  -3.77157  1.35465  -1.95575  0.076
H  -3.31411  1.64631  -3.64493  0.091
H  -3.27598  4.77995  -3.50138  0.098
H  -2.09824  3.71813  -4.27972  0.089
H  -1.56923  4.87295  -3.03671  0.082
H  -3.97376  4.30892  -1.06886  0.099
H  -2.28166  4.50411  -0.60803  0.086
H  -3.15618  3.01479  -0.17987  0.089
H  3.06354  0.32633  -2.25054  0.068
H  3.50195  2.03674  -2.40677  0.100
H  3.46453  0.99484  -3.83716  0.100
H  0.81130  -0.47343  -3.17271  0.051
H  1.15104  0.23465  -4.75853  0.101
H  -0.30578  0.70761  -3.86886  0.085
H  1.89736  3.68277  -3.43445  0.095
H  0.36152  3.11786  -4.10540  0.076
H  1.87604  2.69028  -4.90401  0.103



This record from the OMol25 dataset describes a cluster of 2 separate species, C5H4ClN3O2 in total at a distorted geometry. The level of theory is ωB97M-V/def2-TZVPD.

Properties
Gap between HOMO and LUMO (alpha / beta) = 0.27778 / 0.29157 Eh
Total energy = -26331.22437 eV
Net charge = 0
HOMO (alpha / beta) = -9.5 / -8.9 eV
2S+1 = 1

Each line ends with the Löwdin charge.
Cartesian coordinates (Å):
C  1.05118  -0.11250  1.58957  -0.094
C  0.43006  1.08823  1.79654  -0.074
C  1.23978  -0.56103  0.34417  -0.029
C  -0.14494  1.75224  0.72910  -0.135
C  0.59880  0.08547  -0.73161  -0.467
N  -0.03069  1.28844  -0.50657  0.093
N  0.46313  -0.56408  -1.91092  -0.333
N  -1.80939  -1.67242  -1.46356  -0.252
O  -2.10495  -2.29479  -0.51207  0.122
O  -2.28944  -1.27322  -2.45462  0.027
Cl  -0.26097  0.26254  -3.19808  0.672
H  1.41890  -0.64300  2.52463  0.141
H  0.25648  1.36095  2.80343  0.094
H  1.68201  -1.51581  0.12624  0.114
H  -0.49994  2.79897  0.86375  0.123



This record from the OMol25 dataset describes an isolated molecule of C7H16ClNO at a distorted geometry. The level of theory is ωB97M-V/def2-TZVPD.

Properties
SMILES = CO[C@H](Cl)[C@H](N)CC(C)C
Gap between HOMO and LUMO = 0.36268 Eh
Total energy = -23574.81608 eV
Net charge = 0
HOMO = -9.1 eV
2S+1 = 1

Each line ends with the Löwdin charge.
Cartesian coordinates (Å):
C  -2.79228  -0.37231  2.35809  -0.106
O  -2.68647  -1.07137  1.06777  -0.254
C  -2.17133  -0.20204  -0.00156  -0.587
Cl  -3.17258  -0.45428  -1.58543  0.501
C  -0.59486  -0.57520  -0.41673  -0.350
N  -0.39832  -2.02453  -0.03178  0.010
C  0.36016  0.49399  0.37697  -0.149
C  1.69966  0.97312  -0.43726  -0.391
C  1.44236  1.38865  -2.00680  -0.124
C  2.96182  -0.09560  -0.35818  -0.131
H  -2.24908  -1.04705  3.17860  0.109
H  -3.93395  -0.31910  2.63034  0.106
H  -2.25437  0.67068  2.39682  0.097
H  -2.24885  0.94735  0.22424  0.112
H  -0.55222  -0.51506  -1.58445  0.116
H  -0.09307  -2.14949  0.95804  0.080
H  0.19131  -2.55414  -0.71056  0.080
H  -0.19688  1.46270  0.75464  0.113
H  0.73918  -0.05968  1.36361  0.124
H  2.09383  1.96328  0.10077  0.135
H  0.27568  1.62666  -2.09267  0.083
H  1.99256  2.36078  -2.35719  0.080
H  1.61929  0.48390  -2.76505  0.093
H  2.76082  -1.09626  -0.95233  0.080
H  3.32471  -0.30062  0.75960  0.085
H  3.88289  0.46563  -0.86950  0.086



This record from the OMol25 dataset describes a cluster of 2 separate species, C23H44B2ClFN3O6S2 in total at a distorted geometry. The level of theory is ωB97M-V/def2-TZVPD.

Properties
Gap between HOMO and LUMO = 0.21245 Eh
Total energy = -79580.98103 eV
Net charge = +1
HOMO = -9.9 eV
2S+1 = 1

Each line ends with the Löwdin charge.
Cartesian coordinates (Å):
C  4.15681  -3.37563  2.86555  -0.101
C  5.07669  -2.15221  2.80461  -0.250
C  5.95475  -2.04971  1.55658  -0.190
C  5.24095  -2.10778  0.21701  -0.176
N  4.51578  -0.89183  -0.21395  -0.198
C  3.26665  -0.63489  0.49692  -0.233
C  2.16937  -0.16314  -0.44135  -0.168
C  0.88305  -0.01449  0.36295  -0.200
C  -0.36443  0.15153  -0.51651  -0.106
C  -1.58842  -0.74467  -0.08517  -0.146
C  -2.43323  -0.91547  -1.34965  -0.197
C  -3.50668  -2.04278  -1.42846  0.012
B  -3.38152  -3.15724  -0.30744  -0.665
O  -4.50263  -3.50459  0.44094  0.143
O  -2.21820  -3.78756  -0.05526  0.204
C  -3.12728  0.42125  -1.29804  -0.580
Cl  -3.79918  1.16835  -2.63616  0.979
N  -3.15140  0.94394  -0.14363  0.170
B  -3.81718  2.30313  0.05930  -0.678
N  -2.95989  3.46820  0.12576  0.189
O  -5.16544  2.34393  0.15650  0.199
C  -2.45984  0.06466  0.83883  -0.312
F  -3.54322  -0.70502  1.30335  0.065
C  -1.81743  0.75553  2.02620  -0.081
C  -2.56623  0.57490  3.34129  -0.206
C  -3.85516  1.40563  3.44256  -0.068
C  5.33466  0.23651  -0.32674  -1.104
S  6.09006  0.54419  -1.72789  0.724
S  5.56703  1.35539  1.05198  0.875
C  4.78876  2.91421  0.53421  -0.479
C  4.97458  3.88731  1.69618  -0.336
C  4.02170  5.07762  1.58875  -0.098
H  4.62212  -4.19070  3.40428  0.071
H  3.27598  -3.10805  3.44288  0.067
H  3.79438  -3.70936  1.90132  0.053
H  5.68757  -2.16642  3.69877  0.106
H  4.48425  -1.24766  2.89080  0.080
H  6.62913  -2.90428  1.57683  0.119
H  6.58535  -1.17118  1.65808  0.087
H  6.00228  -2.28232  -0.53522  0.112
H  4.54883  -2.93562  0.13476  0.111
H  3.36727  0.05324  1.33528  0.088
H  2.92610  -1.58237  0.90379  0.114
H  2.01426  -0.89606  -1.22655  0.124
H  2.45502  0.78632  -0.89012  0.119
H  0.80162  -0.90714  0.98153  0.113
H  0.98986  0.80608  1.06352  0.112
H  -0.09469  -0.06894  -1.54089  0.119
H  -0.63471  1.20536  -0.49392  0.125
H  -1.08713  -1.61366  0.31147  0.155
H  -1.90117  -0.89315  -2.29197  0.150
H  -3.36650  -2.54482  -2.38102  0.123
H  -4.51119  -1.64140  -1.42603  0.114
H  -4.58000  -2.86922  1.17229  0.105
H  -2.37868  -4.38369  0.69829  0.138
H  -3.20512  4.02014  0.94571  0.096
H  -3.19613  4.06069  -0.67253  0.102
H  -5.50871  1.97638  0.99039  0.133
H  -0.82093  0.37037  2.18012  0.112
H  -1.68471  1.81230  1.81464  0.127
H  -1.88408  0.94934  4.09560  0.116
H  -2.71470  -0.47167  3.56555  0.115
H  -3.82485  2.26575  2.77969  0.059
H  -4.71937  0.77672  3.25951  0.078
H  -3.95371  1.75998  4.45830  0.081
H  3.72454  2.75147  0.40432  0.063
H  5.24880  3.28580  -0.36894  0.075
H  4.77481  3.32147  2.60107  0.084
H  6.01179  4.19339  1.75489  0.107
H  3.79902  5.43601  2.58448  0.069
H  4.45644  5.85199  0.96949  0.075
H  3.09148  4.75789  1.12751  0.063
C  -5.05233  -1.08944  -5.20748  -0.145
C  -5.19142  -0.22289  -6.44161  -0.115
O  -4.06901  -0.63127  -7.22520  0.065
C  -3.71169  -1.88567  -6.84090  -0.557
O  -2.92345  -2.56802  -7.39942  0.187
O  -4.38548  -2.24449  -5.71034  0.053
H  -6.00898  -1.35995  -4.76574  0.136
H  -4.41802  -0.63299  -4.44174  0.061
H  -6.10743  -0.43025  -6.99637  0.138
H  -5.14018  0.84266  -6.22843  0.130



This record from the OMol25 dataset describes the ion C8H12N3O with charge +1 at a distorted geometry. The level of theory is ωB97M-V/def2-TZVPD.

Properties
SMILES = C/[N+]1=C/C/C=C2/CCN(N2)C1=O
Gap between HOMO and LUMO = 0.35324 Eh
Total energy = -14998.55737 eV
Net charge = +1
HOMO = -13.7 eV
2S+1 = 1

Each line ends with the Löwdin charge.
Cartesian coordinates (Å):
C  -1.28943  -1.48941  0.16415  -0.025
C  -1.54984  -0.23777  -0.14690  -0.220
C  0.98932  0.45672  -0.63734  -0.453
C  -0.34804  -1.80149  1.22464  -0.103
C  -2.04524  0.32849  -1.41338  -0.102
C  -0.99800  1.40474  -1.75990  -0.051
C  0.90829  -1.00236  1.40400  0.031
C  2.73657  0.55732  0.95516  0.052
N  -0.05431  1.32365  -0.58317  -0.003
N  1.42153  -0.09927  0.68096  0.028
N  -0.86052  0.93607  0.48484  0.068
O  1.75812  0.22799  -1.49331  0.203
H  -1.91138  -2.23742  -0.23189  0.123
H  -0.82434  -1.75463  2.12003  0.101
H  0.11366  -2.90763  1.11271  0.204
H  -1.97957  -0.55325  -2.18258  0.165
H  -3.03270  0.81032  -1.40588  0.127
H  -0.48438  1.16262  -2.63191  0.103
H  -1.48791  2.41045  -1.73372  0.147
H  1.45210  -1.34976  2.25945  0.158
H  2.65249  1.14292  1.90021  0.125
H  3.60283  -0.11656  1.12623  0.129
H  2.82156  1.23419  0.15028  0.081
H  -1.59081  1.55405  0.63733  0.113



- The highest total energy belongs to which entry?
  C8H12N3O



- What is the net charge in the third record?
  0